(1)
Entry from OMol25: a molecular structure, C28H25BCuF3NO4S2 (ωB97M-V/def2-TZVPD).

Positions of all 65 atoms, in Å:
Cu 0.6818 0.0597 1.0840
S 0.0513 -2.6095 2.5599
S 0.7480 0.6783 -2.4996
F 2.9153 -6.1240 1.7969
F 2.0180 -5.0676 3.4620
F 0.7884 -5.7227 1.7953
O 0.1099 1.8847 -3.1203
O 2.4497 1.7442 3.0559
O -0.9623 0.4822 0.0216
O 1.8007 3.0010 1.2506
N 1.6799 -1.6670 0.7078
C 4.5652 4.6858 3.7704
C 1.3853 -2.7452 1.5063
C 1.9750 -5.1795 2.1239
C -2.6900 -1.0326 0.5776
C -4.5987 3.8135 0.0640
C 3.1141 2.9409 3.0727
C -1.2308 -2.8614 -2.0656
C -0.2252 -1.9017 -2.0603
C 4.1718 5.4485 2.6739
C -2.5195 -2.5515 -2.4971
C -2.4296 2.7667 0.0189
C 2.7758 -1.6720 -0.0656
C 2.2538 -3.8935 1.3912
C 2.7230 3.7006 1.9817
C -2.7817 -1.2479 -2.9155
C -1.7832 -0.2753 -2.9170
C 1.6892 -0.1085 -3.8061
C -3.0238 1.5172 0.1897
C -0.5078 -0.6162 -2.5026
C 3.3697 -3.8554 0.5853
C -3.6180 -3.5931 -2.4770
C -3.2138 3.9112 -0.0430
C -4.4070 1.4265 0.3119
C -5.1954 2.5706 0.2433
C 4.0324 3.4051 3.9864
C -2.1266 0.3077 0.2559
C 3.6617 -2.7198 -0.1593
C 3.2317 4.9578 1.7542
B 1.5937 1.7206 1.8945
H 0.7620 -2.1558 -1.6841
H -3.7875 -0.9819 -3.2347
H 2.9401 -0.7597 -0.6361
H -2.7455 4.8814 -0.1721
H -3.4768 -1.2792 -0.1446
H 4.3248 2.7974 4.8389
H -6.2742 2.4909 0.3302
H -1.3461 2.8172 -0.0512
H 4.5939 6.4385 2.5314
H 1.0223 -0.1959 -4.6661
H 4.0221 -4.7165 0.5359
H -1.9049 -1.7812 0.5564
H 5.2901 5.0903 4.4701
H -4.8762 0.4599 0.4682
H 2.5352 0.5462 -4.0325
H -3.2045 -4.6018 -2.4114
H -1.9770 0.7456 -3.2323
H -4.2379 -3.5323 -3.3759
H 2.9133 5.5448 0.8965
H -4.2767 -3.4499 -1.6129
H 4.5397 -2.6609 -0.7942
H -3.1244 -1.0295 1.5846
H 2.0389 -1.0883 -3.4717
H -5.2132 4.7077 0.0172
H -1.0092 -3.8655 -1.7167

Atomic forces in eV per Å
0.9 0.4 0.8
0.2 -0.1 -0.4
-0.5 0.2 0.0
-0.3 0.1 0.2
0.0 -0.1 -0.2
0.1 0.0 0.1
0.3 -0.5 0.2
0.1 0.4 -0.1
1.0 0.2 -0.4
0.2 0.1 0.3
0.5 -0.5 -0.1
-0.1 -0.1 -0.1
0.1 0.0 -0.1
0.1 0.1 -0.1
-0.3 -0.2 0.3
0.0 0.0 0.0
-0.3 -0.5 0.1
0.1 0.0 -0.1
0.0 0.0 0.0
-0.1 -0.1 0.0
-0.1 -0.1 -0.1
0.1 0.1 0.0
-0.3 0.2 0.1
-0.2 0.2 0.0
-0.4 -0.2 -0.3
0.1 0.1 0.0
-0.1 -0.1 -0.1
0.3 0.1 -0.3
-0.1 -0.2 0.1
-0.1 -0.1 0.0
-0.1 -0.1 0.1
0.1 0.1 0.0
0.0 -0.1 0.0
-0.2 0.0 0.0
0.1 0.0 0.0
0.2 0.1 0.1
-1.5 0.5 0.1
0.1 0.1 -0.2
0.2 0.3 0.0
0.2 -0.1 -0.2
-0.1 0.0 -0.1
0.1 0.0 0.0
0.0 0.0 0.1
0.0 -0.1 0.0
0.1 0.0 0.1
0.0 0.1 -0.1
0.1 0.0 0.0
-0.1 0.0 0.0
0.0 -0.1 0.0
0.2 0.0 0.0
0.0 0.0 0.0
0.1 0.0 0.0
-0.1 -0.1 -0.1
0.0 0.1 0.0
-0.1 -0.1 0.0
0.0 0.1 0.0
0.0 -0.1 0.0
0.1 0.0 0.1
0.0 -0.1 0.1
0.1 0.0 -0.1
-0.1 0.0 0.1
0.0 0.0 -0.1
0.0 0.1 0.0
0.1 -0.1 0.0
0.0 0.1 0.0

## Properties
- total charge = -1
- HOMO (eV) = -4.026
- LUMO level (Eh) = 0.0877
- Kohn-Sham gap (eV) = 6.4



(2)
Entry from OMol25: a molecular structure, C31H55BrMgNP3 (ωB97M-V/def2-TZVPD).

Positions of all 92 atoms, in Å:
Br 2.6434 6.0869 -2.8800
P 3.1369 -0.5217 -0.2257
P -0.7529 -2.3679 -0.4892
P -0.7379 0.5444 2.2587
Mg 0.2678 0.1692 -0.2485
N -4.9300 2.8836 -3.4825
C -0.5762 2.3165 2.7647
C -0.9254 2.6769 4.2090
C -4.1164 2.0437 -4.0920
C 0.4035 3.2418 -1.0193
C 1.1112 4.4079 -1.2521
C -3.0777 1.3844 -3.4247
C -2.5068 0.2391 2.7542
C 0.1604 -0.3617 3.5978
C -1.3460 -4.8856 0.8382
C 2.4656 3.2972 -2.9437
C 0.6167 2.1237 -1.8640
C 2.2243 -1.4565 1.0223
C -2.8594 0.0227 4.2313
C 2.8701 -1.0606 -1.9373
C 0.0958 -3.3495 -1.8015
C 3.2056 -2.0079 2.0849
C -0.3982 1.0706 -1.9847
C -2.4255 -2.7453 -1.1628
C 4.7732 1.6870 -0.3496
C 1.7040 2.1527 -2.7794
C -1.6615 1.2178 -1.3213
C -3.5506 -2.2327 -0.2848
C 1.4065 0.3224 4.1254
C 3.3270 1.2704 -0.0674
C -4.8483 3.0667 -2.1715
C -0.7203 -3.4945 0.9851
C 2.0797 4.4561 -2.2632
C 4.0282 -1.9178 -2.4908
C 0.2008 -2.7214 -3.1921
C -2.8690 1.6493 -2.0451
C -3.8632 2.4418 -1.4008
H 1.0265 -3.1859 -3.7495
H -2.0098 2.7179 4.3687
H -1.7570 1.3407 -0.2185
H -4.2789 1.8908 -5.1541
H 3.5640 -1.2131 2.7535
H -1.0112 -5.4908 1.6916
H 1.6903 -2.3010 0.5477
H 2.9941 1.6046 0.9256
H 3.2390 3.3272 -3.7016
H -2.4485 0.7928 4.8966
H -1.0380 -5.4118 -0.0759
H 2.7113 -2.7810 2.6891
H -3.8770 2.6161 -0.3213
H -0.4612 -4.2899 -1.8535
H -3.0428 1.1267 2.3879
H 1.9671 1.2356 -3.3133
H 1.9388 -1.6458 -2.0060
H 1.7752 -0.2410 4.9916
H 2.6787 1.7780 -0.7862
H -2.8520 -0.6163 2.1508
H 1.4436 -0.8369 1.5180
H -5.5897 3.7494 -1.7472
H 0.4110 -1.6436 -3.1900
H 4.0766 -2.4593 1.5894
H -0.5633 -0.4867 4.4039
H 4.9156 2.7291 -0.0547
H -3.9505 0.0735 4.3344
H 3.8030 -2.1930 -3.5328
H 5.0158 1.6083 -1.4140
H -1.2446 2.8658 2.0819
H -0.4945 2.0114 4.9678
H -2.5463 -0.9611 4.6016
H -0.7247 -2.8576 -3.7644
H 4.1465 -2.8406 -1.9048
H 0.8219 5.3140 -0.7284
H 5.4658 1.0575 0.2137
H 1.2052 1.3387 4.4772
H -3.5022 -1.1426 -0.1579
H -0.2868 0.4100 -2.8610
H 2.7368 -0.1845 -2.5877
H -0.5359 3.6834 4.4078
H 0.3386 -3.6003 1.2677
H 0.4531 2.6199 2.5121
H -0.3671 3.2026 -0.2421
H 0.3810 -1.3663 3.2118
H -3.5103 -2.7245 0.6966
H -4.5096 -2.4418 -0.7771
H -2.4743 -3.8363 -1.3033
H -2.4424 -4.8580 0.8720
H 1.0899 -3.5900 -1.4137
H -1.2006 -2.9440 1.8138
H -2.4358 0.6902 -3.9556
H 4.9766 -1.3611 -2.4685
H -2.4758 -2.2995 -2.1652
H 2.2093 0.3708 3.3783

Atomic forces in eV per Å
0.6 0.8 -0.1
0.9 -0.2 -0.4
-0.5 -0.9 -0.7
-0.1 0.6 1.2
0.7 -1.6 1.6
-0.7 0.4 0.0
0.2 -0.2 -0.4
-0.1 0.5 0.3
0.8 -0.7 0.4
0.2 -0.3 -0.3
0.0 -0.1 0.1
0.0 0.5 0.5
-0.2 -0.2 -0.8
-0.2 -0.2 -0.3
0.0 -0.2 0.2
-0.7 -0.1 -0.1
0.7 0.3 0.4
-0.7 -0.2 1.0
-0.1 0.0 0.2
-0.4 -0.5 -0.8
0.6 -0.1 0.5
-0.2 -0.1 0.0
-2.2 0.1 -0.4
0.0 0.6 -0.1
0.1 0.1 0.3
-0.2 -0.3 0.6
0.5 0.8 -1.1
-0.4 0.0 -0.2
0.5 0.0 0.2
-0.4 0.9 -0.1
0.5 -0.3 -0.1
0.3 0.3 0.1
-0.6 -0.7 0.2
-0.1 0.0 0.0
-0.2 0.1 -0.4
-1.3 -1.2 -0.5
0.4 -0.2 0.2
-0.3 0.0 0.1
0.3 0.0 -0.1
0.4 0.8 -0.7
0.0 0.0 0.1
-0.1 -0.3 -0.2
-0.2 0.1 -0.3
0.4 0.5 0.0
0.2 -0.2 0.0
0.0 0.1 0.1
-0.1 -0.4 -0.3
0.0 0.2 0.3
0.1 0.2 0.0
0.3 -0.1 -0.3
0.3 0.1 -0.1
0.0 -0.2 -0.1
-0.4 0.6 -0.2
0.5 0.3 0.0
0.1 0.1 -0.3
0.2 0.0 0.3
-0.1 0.3 0.2
0.4 -0.6 0.0
0.3 -0.3 0.1
-0.1 -0.2 0.1
-0.3 0.1 0.1
0.2 0.0 0.0
0.1 -0.1 -0.1
0.2 -0.1 -0.1
0.2 0.0 0.3
-0.1 -0.1 0.1
0.2 0.0 0.1
-0.2 0.2 -0.3
-0.1 0.2 -0.1
0.2 0.0 0.1
0.0 0.3 -0.2
0.2 -0.1 0.0
0.0 0.1 -0.1
0.2 -0.3 -0.2
0.1 -0.2 0.1
-0.6 1.0 -0.1
0.1 -0.3 0.4
-0.1 -0.2 0.0
-0.3 0.0 0.0
-0.3 0.0 0.1
0.1 0.3 -0.5
0.0 0.1 0.2
-0.3 0.2 -0.2
0.1 0.0 0.4
0.0 0.4 0.1
0.3 0.0 -0.1
0.1 -0.1 -0.1
0.2 -0.2 -0.2
0.0 0.2 -0.1
-0.3 -0.2 0.0
0.0 0.0 0.2
-0.1 0.0 0.2

## Properties
- total charge = +2
- HOMO (eV) = -13.101
- LUMO level (Eh) = -0.2798
- Kohn-Sham gap (eV) = 5.5
- energy above the lowest of the compared OMol25 structures with the same formula, charge and spin (eV) = 0.000



Q: The highest total charge belongs to which entry?
A: C31H55BrMgNP3



Q: Look up the total charge of the first one.
A: -1



Q: The lowest Kohn-Sham gap belongs to which entry?
A: C31H55BrMgNP3



Q: Which value of total charge does entry 1 give?
A: -1